# 1
ORCA calculation (wB97M-V/def2-TZVPD) on a structure of composition C15H6N4S5Se5TeW.

Structure (XYZ):
```
37
Properties=species:S:1:pos:R:3:lowdin_charge:R:1
W 1.778 -1.014 -1.617 0.152
Se -4.203 -0.222 3.603 1.034
N -2.511 -0.791 3.730 -0.231
C -1.994 -0.714 2.538 -0.335
C -0.614 -1.071 2.233 -0.125
C 0.274 -1.503 3.205 0.005
C 1.575 -1.762 2.833 -0.025
C 1.946 -1.601 1.510 -0.171
N 1.093 -1.211 0.559 -0.133
C -0.160 -0.920 0.923 -0.239
C -1.057 -0.454 -0.142 -0.223
N -0.515 -0.347 -1.357 -0.054
C -1.294 0.040 -2.363 -0.161
C -2.640 0.331 -2.202 -0.027
C -3.202 0.231 -0.947 0.008
C -2.397 -0.169 0.109 -0.108
C -2.885 -0.268 1.480 -0.334
N -4.108 0.006 1.831 -0.230
H -0.064 -1.605 4.228 0.114
H 2.317 -2.086 3.549 0.106
H 2.953 -1.797 1.175 0.033
H -0.799 0.130 -3.320 0.025
H -3.220 0.642 -3.059 0.105
H -4.243 0.464 -0.764 0.114
S 2.139 6.399 -2.021 0.351
C 1.932 4.919 -1.260 -1.554
S 2.908 3.551 -1.511 0.828
C 2.114 2.427 -0.424 -1.167
C 1.017 2.908 0.237 -1.186
S -0.028 2.193 1.413 0.454
S 0.658 4.590 -0.159 0.831
S 2.902 0.889 -0.235 0.418
Se 0.373 -3.315 -1.460 -0.070
Se 3.101 -4.511 -3.958 -0.403
Te 1.314 -2.913 -3.712 0.125
Se 1.744 0.639 -3.286 0.044
Se 3.799 -2.086 -1.361 0.030
```

Calculated values
Charge: -2
2S+1: 1
E_HOMO (alpha / beta) (eV): -1.292 / -1.293
LUMO energy (alpha / beta) (eV): 3.2 / 3.2
Frontier orbital gap (alpha / beta) (eV): 4.4576 / 4.4582



# 2
ORCA calculation (wB97M-V/def2-TZVPD) on a structure of composition C15H7Co2NO8S.

Structure (XYZ):
```
34
Properties=species:S:1:pos:R:3:lowdin_charge:R:1
S -0.630 -2.574 1.711 0.601
C 1.023 -2.512 1.716 -0.801
C 1.686 -1.701 2.694 -0.141
C 3.060 -1.717 2.779 -0.032
C 3.817 -2.527 1.897 -0.207
N 5.232 -2.587 2.046 -0.374
O 5.893 -3.308 1.262 -0.037
O 5.768 -1.920 2.964 -0.037
C 3.175 -3.286 0.888 -0.033
C 1.801 -3.292 0.800 -0.137
H 1.083 -1.112 3.386 0.087
H 3.594 -1.113 3.507 0.102
H 3.802 -3.847 0.201 0.101
H 1.290 -3.909 0.062 0.088
O 1.571 2.536 -2.480 0.107
C 0.445 2.707 -2.296 -0.188
Co -1.254 2.965 -1.958 -0.015
C -0.975 3.451 -0.277 -0.153
O -0.796 3.781 0.816 0.104
C -1.309 4.425 -2.950 -0.199
O -1.377 5.387 -3.587 0.069
C -1.580 0.972 -2.151 -0.223
C -1.858 0.114 -1.108 -0.386
C -1.561 -1.043 -0.483 -0.123
Co -3.112 1.385 -1.285 0.022
C -3.173 1.597 0.458 -0.153
O -3.156 1.728 1.605 0.120
C -4.712 0.607 -1.434 -0.133
O -5.740 0.072 -1.461 0.067
C -3.501 3.151 -1.752 -0.233
O -4.287 3.994 -1.910 0.048
H -1.262 0.585 -3.137 0.068
H -2.331 -1.439 0.176 -0.003
H -0.626 -1.567 -0.696 0.021
```

Calculated values
Charge: -2
2S+1: 1
E_HOMO (eV): -1.340
LUMO energy (eV): 4.7
Frontier orbital gap (eV): 6.0473



# 3
ORCA calculation (wB97M-V/def2-TZVPD) on a cluster of 2 separate species, C15H7F18N4 in total.

Structure (XYZ):
```
44
Properties=species:S:1:pos:R:3:lowdin_charge:R:1
F -6.759 -0.516 0.415 0.120
C -6.404 0.837 0.284 -0.339
F -7.453 1.633 0.783 0.122
F -6.293 1.130 -1.073 0.125
C -5.043 1.142 1.118 -0.194
F -5.508 1.844 2.268 0.096
F -4.489 -0.050 1.655 0.090
C -4.019 2.098 0.406 -0.207
F -4.761 3.249 0.013 0.113
F -3.156 2.610 1.421 0.089
C -3.143 1.636 -0.810 -0.186
F -3.558 2.405 -1.936 0.106
F -1.813 2.117 -0.577 0.082
C -3.031 0.148 -1.288 -0.205
F -4.115 -0.709 -1.077 0.130
F -2.925 0.196 -2.716 0.102
C -1.712 -0.681 -0.878 -0.197
F -0.540 -0.223 -1.543 0.093
F -1.934 -1.969 -1.449 0.104
C -1.503 -0.947 0.673 -0.205
F -2.420 -1.970 1.026 0.118
F -1.612 0.175 1.503 0.114
C -0.046 -1.590 1.019 -0.272
F 0.473 -2.375 -0.006 0.150
F -0.275 -2.447 2.122 0.115
N 0.946 -0.594 1.467 0.079
C 1.233 -0.300 2.857 0.098
N 2.279 0.679 2.884 0.114
N 2.570 0.932 1.599 0.121
N 1.806 0.188 0.793 0.093
H 0.692 -0.809 3.712 0.173
H 1.909 0.226 -0.245 0.171
F 3.267 0.016 -1.030 -0.006
C 4.581 -0.330 -1.116 -0.261
C 5.443 0.464 -1.853 -0.007
C 6.786 0.114 -1.936 -0.057
C 7.246 -1.031 -1.291 -0.069
C 6.368 -1.822 -0.559 -0.066
C 5.027 -1.467 -0.465 -0.025
H 5.064 1.346 -2.354 0.123
H 7.472 0.731 -2.504 0.116
H 8.293 -1.306 -1.361 0.113
H 6.727 -2.716 -0.060 0.114
H 4.330 -2.067 0.108 0.110
```

Calculated values
Charge: +1
2S+1: 1
E_HOMO (eV): -12.424
LUMO energy (eV): -5.6
Frontier orbital gap (eV): 6.8474



no.,E (eV)
1,-411644.770
2,-119623.454
3,-70530.263